(1)
Density functional theory data (wB97M-V/def2-TZVPD) for 2 unconnected molecules or ions with the total composition C29H35N2OS.

Cartesian coordinates (Å):
C 7.7806 -2.5979 2.0442
N 7.1738 -2.0920 0.8279
C 7.7420 -2.6701 -0.3731
C 5.9392 -1.4226 0.8249
C 5.8829 -0.0050 0.9084
C 4.6717 0.6508 0.9322
C 3.4382 -0.0588 0.8869
C 2.1891 0.6379 0.9454
C 0.9491 0.0068 0.8512
C -0.2618 0.6328 1.1340
C -1.5226 -0.0472 1.0999
C -2.6662 0.5294 1.7123
C -3.8547 -0.1627 1.8129
C -3.9753 -1.4701 1.2703
N -5.1852 -2.1743 1.3641
C -6.1544 -2.2106 0.2868
C -5.4538 -3.1368 2.4137
C -2.8530 -2.0369 0.6226
C -1.6735 -1.3302 0.5088
C 3.5076 -1.4790 0.8108
C 4.7202 -2.1395 0.7434
H 7.2689 -2.1758 2.9137
H 7.7275 -3.6985 2.0928
H 8.8423 -2.3164 2.0822
H 7.2176 -2.2757 -1.2479
H 8.8072 -2.4087 -0.4467
H 7.6692 -3.7698 -0.3687
H 6.8236 0.5459 0.9447
H 4.6321 1.7364 1.0080
H 2.2006 1.7265 1.0869
H 0.9269 -1.0534 0.5641
H -0.2398 1.6710 1.4875
H -2.5702 1.5348 2.1212
H -4.7210 0.2723 2.3091
H -5.8585 -1.5194 -0.5093
H -6.2420 -3.2279 -0.1296
H -7.1477 -1.9221 0.6641
H -4.6501 -3.1019 3.1530
H -6.4086 -2.9065 2.9082
H -5.5302 -4.1579 2.0075
H -2.9390 -3.0454 0.2147
H -0.8448 -1.7599 -0.0539
H 2.5877 -2.0653 0.8252
H 4.7537 -3.2252 0.6461
C 0.5669 5.2600 -2.3171
S 0.5698 3.7639 -1.2458
C 0.3102 4.5777 0.3810
C -0.9562 3.0656 -1.5410
C -1.0663 1.7047 -1.9595
C -2.4230 1.1731 -2.3605
C -3.5938 1.9436 -2.2698
C -4.8483 1.4019 -2.5826
C -4.9567 0.0746 -3.0186
C -3.7878 -0.6927 -3.1341
C -2.5424 -0.1501 -2.8219
O -0.0721 0.9433 -1.9596
H 1.4701 5.8314 -2.0787
H 0.6079 4.9111 -3.3541
H -0.3364 5.8567 -2.1415
H 1.2293 5.1316 0.6056
H -0.5563 5.2492 0.3340
H 0.1560 3.7870 1.1226
H -1.8260 3.7031 -1.4116
H -3.5162 2.9827 -1.9564
H -5.7370 2.0258 -2.4938
H -5.9260 -0.3511 -3.2867
H -3.8306 -1.7254 -3.4832
H -1.6343 -0.7489 -2.9269

Properties
Total energy, eV: -46494.25635
Frontier orbital gap, eV: 5.2
Highest occupied orbital energy, eV: -10.223
Total charge: +1

These are the natural (NBO) partial charges, in e, on atoms 1 to 6: -0.395 -0.511 -0.397 0.281 -0.238 -0.109

***

(2)
Density functional theory data (wB97M-V/def2-TZVPD) for a molecular structure, C29H35O5Ti.

Cartesian coordinates (Å):
C 0.2826 -2.7899 -2.5472
C 1.1051 -1.4472 -2.6629
C -0.0410 -2.9842 -1.0059
C 1.0129 -2.1442 -0.3242
H -0.0154 -4.0675 -0.8154
H -1.0584 -2.6144 -0.8398
C 1.2345 -0.9660 -1.2532
H 0.5846 -0.7105 -3.2850
H 2.1047 -1.6936 -3.0547
C 0.1100 -0.0330 -0.7776
H 2.2032 -0.4819 -1.0232
H 1.9335 -2.7695 -0.2886
C 0.6642 -1.4751 1.0704
C -1.0295 -2.7232 -3.3294
C 1.0104 -3.9490 -3.1543
O 1.4023 -4.8985 -2.3995
O -1.5635 -1.7907 -3.7479
O -1.4749 -4.0048 -3.4987
O 1.2457 -4.0843 -4.4685
C 1.0333 -3.0129 -5.4544
H 1.1533 -2.0078 -5.0157
H 0.0385 -3.1438 -5.9069
H 1.8020 -3.1782 -6.2186
C -2.7263 -4.0343 -4.1899
H -3.4996 -3.5357 -3.6006
H -2.9346 -5.0936 -4.3068
H -2.6395 -3.5356 -5.1583
O 0.3579 -0.0775 0.6666
H -0.8865 -0.4250 -1.1201
H 0.2481 0.9400 -1.3793
C 1.8230 -1.7859 1.9961
C -0.7116 -1.8605 1.6585
H -1.0461 -2.8915 1.4493
H -1.4758 -1.1673 1.3255
H -0.6566 -1.7555 2.7462
H 1.7614 -1.1637 2.8605
H 2.7536 -1.5941 1.4871
H 1.8616 -2.8270 2.3352
Ti -0.1293 2.5676 0.9141
C 1.5784 3.8302 1.6336
C 2.2155 2.6564 1.1393
C 1.9769 2.5842 -0.2557
H 2.7882 1.9329 1.7451
C 1.1621 3.6920 -0.6232
C 0.9459 4.4831 0.5455
H 0.4344 5.4626 0.5989
H 1.6754 4.2238 2.6589
H 2.3767 1.8032 -0.9247
H 0.8166 3.9365 -1.6474
C -2.3205 2.5061 1.6433
C -1.8913 3.8228 1.2401
C -1.6920 3.7958 -0.1905
H -1.8112 4.6859 1.8894
C -1.9792 2.4646 -0.6552
C -2.3896 1.6763 0.4744
H -2.6936 0.6422 0.4544
H -2.6367 2.2162 2.6371
H -1.4635 4.6571 -0.8121
H -1.9340 2.1108 -1.6824
C -0.1206 1.8157 5.9370
C -0.3614 3.1019 5.4286
C -0.3324 3.3097 4.0353
C -0.0615 2.2459 3.1706
C 0.1976 0.9793 3.6563
C 0.1573 0.7552 5.0628
H -0.1516 1.6564 7.0113
H -0.5698 3.9289 6.0791
H -0.5143 4.3159 3.6468
H 0.4136 0.1628 2.9723
H 0.3467 -0.2443 5.4484

Properties
Total energy, eV: -63991.28729
Frontier orbital gap (spin up / spin down), eV: 3.4 / 3.4
Highest occupied orbital energy (spin up / spin down), eV: -1.182 / -1.234
Total charge: -1

These are the natural (NBO) partial charges, in e, on atoms 1 to 6: -0.276 -0.402 -0.379 -0.238 0.257 0.213

***

(3)
Density functional theory data (wB97M-V/def2-TZVPD) for a molecular structure, C29H36CaClIN6OSe.

Cartesian coordinates (Å):
Ca -0.1857 0.3427 -1.1490
C -2.1924 -0.6514 -3.6320
C -0.7585 -0.7885 -4.1476
N 0.1986 -1.1820 -3.0975
C 0.1703 -2.5902 -2.7003
C -0.9444 -2.8855 -1.7109
C -1.6313 -4.0878 -1.7280
C -2.6753 -4.2620 -0.8326
C -3.0150 -3.2294 0.0228
C -2.2689 -2.0580 -0.0116
C -2.5811 -0.9031 0.9147
N -2.2489 0.4100 0.3490
C -3.3184 1.0427 -0.4380
C -3.5138 0.3728 -1.7960
N -2.2652 0.3384 -2.5539
N -1.2375 -1.9129 -0.8449
H -2.5463 -1.6038 -3.2306
H -2.8443 -0.4014 -4.4779
H -0.4324 0.1818 -4.5255
H -0.7439 -1.5049 -4.9788
H 1.1303 -0.9265 -3.3993
H 1.1242 -2.8161 -2.2171
H 0.0688 -3.2635 -3.5602
H -1.3663 -4.8581 -2.4402
H -3.2398 -5.1858 -0.8253
H -3.8484 -3.3201 0.7072
H -1.9405 -1.0279 1.7935
H -3.6303 -0.9630 1.2291
H -1.9804 1.0179 1.1153
H -3.0384 2.0904 -0.5827
H -4.2750 1.0276 0.0997
H -4.3223 0.8782 -2.3361
H -3.8337 -0.6616 -1.6428
H -2.0475 1.2543 -2.9412
Cl -0.7381 7.6130 -1.9092
C -0.4319 5.9119 -2.1449
C -0.2140 5.4345 -3.3990
C 0.0332 4.0623 -3.6168
I 0.3533 3.3932 -5.5467
C 0.0469 3.1330 -2.5858
O 0.2615 1.8749 -2.7477
C -0.1682 3.6686 -1.2474
N -0.0936 2.7702 -0.2150
C -0.2130 3.2095 1.0165
C -0.4566 4.5612 1.3283
C -0.5609 5.4651 0.3138
C -0.4005 5.0388 -1.0241
H -0.2279 6.1156 -4.2392
H -0.0933 2.4629 1.7986
H -0.5509 4.8604 2.3631
H -0.7515 6.5105 0.5154
C 4.7896 -3.0707 5.5731
C 3.8043 -2.3876 4.6636
C 2.5270 -2.8943 4.4682
C 1.5994 -2.2659 3.6444
C 0.2456 -2.8989 3.4741
C 1.9392 -1.0706 2.9823
Se 0.6181 -0.2251 1.8835
C 3.2312 -0.5533 3.1681
C 3.7051 0.7169 2.5088
C 4.1315 -1.2176 3.9957
H 4.3555 -3.9661 6.0186
H 5.1038 -2.4141 6.3871
H 5.6915 -3.3708 5.0349
H 2.2394 -3.8129 4.9710
H 0.1881 -3.8347 4.0322
H 0.0369 -3.0984 2.4199
H -0.5478 -2.2312 3.8191
H 2.8746 1.2656 2.0713
H 4.4355 0.5042 1.7225
H 4.1968 1.3658 3.2365
H 5.1232 -0.7917 4.1262
N 2.2974 0.4673 -0.9220
H 2.7257 1.0559 -1.6305
H 2.9534 -0.2602 -0.6619
H 2.1746 1.0294 -0.0781

Properties
Total energy, eV: -146059.65228
Frontier orbital gap, eV: 6.6
Energy above the lowest of the compared OMol25 structures with the same formula, charge and spin, kcal/mol: 0.0
Highest occupied orbital energy, eV: -6.369

These are the Mulliken partial charges, in e, on atoms 1 to 6: 1.992 -0.826 -0.947 -0.218 -1.432 0.586

***

Please write out number 1 again, unchanged.
Density functional theory data (wB97M-V/def2-TZVPD) for 2 unconnected molecules or ions with the total composition C29H35N2OS.

Cartesian coordinates (Å):
C 7.7806 -2.5979 2.0442
N 7.1738 -2.0920 0.8279
C 7.7420 -2.6701 -0.3731
C 5.9392 -1.4226 0.8249
C 5.8829 -0.0050 0.9084
C 4.6717 0.6508 0.9322
C 3.4382 -0.0588 0.8869
C 2.1891 0.6379 0.9454
C 0.9491 0.0068 0.8512
C -0.2618 0.6328 1.1340
C -1.5226 -0.0472 1.0999
C -2.6662 0.5294 1.7123
C -3.8547 -0.1627 1.8129
C -3.9753 -1.4701 1.2703
N -5.1852 -2.1743 1.3641
C -6.1544 -2.2106 0.2868
C -5.4538 -3.1368 2.4137
C -2.8530 -2.0369 0.6226
C -1.6735 -1.3302 0.5088
C 3.5076 -1.4790 0.8108
C 4.7202 -2.1395 0.7434
H 7.2689 -2.1758 2.9137
H 7.7275 -3.6985 2.0928
H 8.8423 -2.3164 2.0822
H 7.2176 -2.2757 -1.2479
H 8.8072 -2.4087 -0.4467
H 7.6692 -3.7698 -0.3687
H 6.8236 0.5459 0.9447
H 4.6321 1.7364 1.0080
H 2.2006 1.7265 1.0869
H 0.9269 -1.0534 0.5641
H -0.2398 1.6710 1.4875
H -2.5702 1.5348 2.1212
H -4.7210 0.2723 2.3091
H -5.8585 -1.5194 -0.5093
H -6.2420 -3.2279 -0.1296
H -7.1477 -1.9221 0.6641
H -4.6501 -3.1019 3.1530
H -6.4086 -2.9065 2.9082
H -5.5302 -4.1579 2.0075
H -2.9390 -3.0454 0.2147
H -0.8448 -1.7599 -0.0539
H 2.5877 -2.0653 0.8252
H 4.7537 -3.2252 0.6461
C 0.5669 5.2600 -2.3171
S 0.5698 3.7639 -1.2458
C 0.3102 4.5777 0.3810
C -0.9562 3.0656 -1.5410
C -1.0663 1.7047 -1.9595
C -2.4230 1.1731 -2.3605
C -3.5938 1.9436 -2.2698
C -4.8483 1.4019 -2.5826
C -4.9567 0.0746 -3.0186
C -3.7878 -0.6927 -3.1341
C -2.5424 -0.1501 -2.8219
O -0.0721 0.9433 -1.9596
H 1.4701 5.8314 -2.0787
H 0.6079 4.9111 -3.3541
H -0.3364 5.8567 -2.1415
H 1.2293 5.1316 0.6056
H -0.5563 5.2492 0.3340
H 0.1560 3.7870 1.1226
H -1.8260 3.7031 -1.4116
H -3.5162 2.9827 -1.9564
H -5.7370 2.0258 -2.4938
H -5.9260 -0.3511 -3.2867
H -3.8306 -1.7254 -3.4832
H -1.6343 -0.7489 -2.9269

Properties
Total energy, eV: -46494.25635
Frontier orbital gap, eV: 5.2
Highest occupied orbital energy, eV: -10.223
Total charge: +1

These are the natural (NBO) partial charges, in e, on atoms 1 to 6: -0.395 -0.511 -0.397 0.281 -0.238 -0.109